Computed, not measured: an isolated molecule of C4H3IOS, with ωB97M-V with the def2-TZVPD basis set.

Last column: Löwdin charge in e.
Geometry (Å):
1 O -1.089 0.229 1.759  0.031
2 C -0.388 -0.005 0.615  -0.477
3 C 0.445 -1.099 0.507  -0.357
4 S 1.308 -1.135 -0.990  0.982
5 C 0.689 0.388 -1.469  -0.462
6 C -0.227 0.832 -0.550  -0.669
7 I -1.272 2.771 -0.559  0.757
8 H -1.152 -0.663 2.089  0.099
9 H 0.855 -1.862 1.100  0.048
10 H 0.832 0.543 -2.502  0.048

Computed properties:
Net charge: 0
E_HOMO: -0.3254 Ha
Spin multiplicity: 1
SMILES string: Oc1cscc1I
Orbital gap: 9.06 eV
LUMO level: 0.0076 Eh

Computed, not measured: an isolated molecule of C6H9NO2, with ωB97M-V with the def2-TZVPD basis set.

Last column: Löwdin charge in e.
Geometry (Å):
1 C -2.054 0.433 0.363  -0.045
2 C -0.877 0.314 -0.622  -0.224
3 C 0.171 1.399 -0.426  -0.044
4 C 1.472 0.667 -0.187  -0.403
5 O 2.552 1.179 0.047  0.094
6 N 1.204 -0.666 -0.086  -0.021
7 C 2.298 -1.568 0.104  0.020
8 C -0.047 -0.979 -0.352  -0.440
9 O -0.442 -2.097 -0.214  0.120
10 H -1.619 0.188 1.323  0.084
11 H -2.943 -0.205 0.079  0.104
12 H -2.507 1.372 0.634  0.066
13 H -1.117 0.173 -1.635  0.128
14 H -0.142 2.103 0.333  0.127
15 H 0.364 2.114 -1.205  0.124
16 H 2.830 -1.723 -0.842  0.109
17 H 1.901 -2.537 0.504  0.118
18 H 2.931 -0.967 0.724  0.083

Computed properties:
Net charge: 0
E_HOMO: -0.3666 Ha
Spin multiplicity: 1
SMILES string: C[C@H]1CC(=O)N(C)C1=O
Orbital gap: 10.75 eV
LUMO level: 0.0285 Eh

Computed, not measured: C8H22CuF3N8O6 as an isolated structure, with ωB97M-V with the def2-TZVPD basis set.

Last column: Löwdin charge in e.
Geometry (Å):
1 Cu 0.110 0.587 1.323  0.825
2 C -2.535 -1.832 -2.589  -0.442
3 O -1.267 -2.440 -2.766  -0.109
4 O -2.300 -1.025 -1.453  -0.293
5 C -3.121 -1.215 -3.947  -0.629
6 F -4.059 -0.321 -3.748  0.139
7 F -2.269 -0.469 -4.653  0.118
8 F -3.621 -2.063 -4.805  0.156
9 C -1.066 -3.490 -3.623  -0.322
10 C 0.013 -4.365 -3.036  -0.093
11 H 0.965 -3.886 -2.803  0.068
12 H -0.280 -4.773 -2.068  0.068
13 H 0.194 -5.260 -3.630  0.068
14 H -0.530 -3.074 -4.477  0.108
15 H -1.894 -4.043 -4.066  0.124
16 H -3.272 -2.522 -2.177  0.132
17 C 3.310 -2.696 0.719  -0.749
18 O 2.845 -1.591 0.915  0.016
19 N 4.418 -2.865 -0.039  0.142
20 N 2.938 -3.803 1.288  0.172
21 H 4.884 -3.704 -0.354  0.101
22 H 4.711 -2.120 -0.656  0.108
23 H 3.380 -4.607 0.866  0.111
24 H 2.256 -3.887 2.027  0.128
25 C 1.918 5.039 3.227  -0.747
26 O 1.263 4.146 2.751  0.018
27 N 3.168 4.931 3.709  0.157
28 N 1.332 6.228 3.436  0.149
29 H 3.661 5.769 3.984  0.101
30 H 3.646 4.045 3.624  0.115
31 H 1.945 6.915 3.849  0.101
32 H 0.411 6.290 3.024  0.119
33 C -3.133 0.808 4.432  -0.819
34 O -2.027 0.344 4.279  0.025
35 N -3.360 1.571 5.413  0.158
36 N -4.267 0.400 3.880  0.174
37 H -2.503 1.837 5.877  0.134
38 H -4.286 1.679 5.802  0.122
39 H -4.155 -0.147 3.038  0.129
40 H -4.986 0.989 4.277  0.107
41 C 1.355 2.203 -2.725  -0.825
42 O 2.150 3.074 -2.946  0.059
43 N 0.451 2.335 -1.798  0.140
44 N 1.229 0.996 -3.138  0.175
45 H 0.349 3.237 -1.356  0.119
46 H -0.270 1.797 -2.256  0.104
47 H 1.782 0.583 -3.875  0.130
48 H 0.516 0.393 -2.753  0.112

Computed properties:
Net charge: 0
E_HOMO: -0.2316 Ha
Spin multiplicity: 1
Orbital gap: 4.03 eV
LUMO level: -0.0833 Eh

Computed, not measured: a 14-piece molecular cluster, C5H37NO15 overall, with ωB97M-V with the def2-TZVPD basis set.

Last column: Löwdin charge in e.
Geometry (Å):
1 C 0.261 -2.744 -0.966  -0.079
2 C -0.339 -1.555 -0.157  -0.248
3 N 0.215 -0.349 -0.699  -0.038
4 C -1.128 1.192 0.558  -0.053
5 C 0.231 0.696 0.385  -0.303
6 C 1.180 1.807 -0.053  -0.400
7 O 1.726 2.506 0.990  0.061
8 O 1.724 2.004 -1.109  0.030
9 H 0.532 -3.724 -0.560  0.048
10 H 1.197 -2.560 -1.448  0.035
11 H -0.413 -3.273 -1.741  0.100
12 H -1.428 -1.541 -0.108  0.095
13 H -0.107 -1.681 0.945  0.091
14 H -0.104 0.089 -1.538  0.069
15 H -1.261 2.254 0.102  0.117
16 H -1.662 0.323 0.106  0.076
17 H -1.381 1.220 1.624  0.095
18 H 0.767 0.160 1.241  0.120
19 H 2.502 2.987 0.568  0.069
20 H -1.130 4.228 -1.188  0.105
21 H -0.206 3.755 -2.313  0.030
22 O -0.128 4.122 -1.407  -0.086
23 H 0.812 2.160 -4.284  0.123
24 H 0.912 2.195 -2.531  0.017
25 O 0.429 1.916 -3.371  -0.113
26 H -2.165 1.162 -1.783  0.009
27 H -3.117 1.453 -0.691  -0.026
28 O -2.575 1.853 -1.303  -0.043
29 H 2.138 4.565 -0.311  0.108
30 H 2.692 3.473 -1.158  0.039
31 O 3.017 4.058 -0.442  -0.056
32 H 2.863 -0.635 -0.273  -0.004
33 H 3.350 -1.114 1.204  0.105
34 O 2.626 -1.032 0.513  -0.014
35 H -1.949 -1.826 2.442  -0.006
36 H -2.851 -2.645 1.758  0.075
37 O -2.581 -1.704 1.782  -0.046
38 H 0.442 -1.384 4.049  0.033
39 H 0.347 -0.523 2.964  0.050
40 O 0.154 -1.484 3.186  -0.041
41 H -3.574 -0.515 1.219  -0.026
42 H -4.547 0.516 1.485  0.016
43 O -4.294 -0.034 0.770  -0.055
44 H -0.956 -3.790 2.348  0.045
45 H -0.898 -4.479 1.005  0.064
46 O -1.584 -4.259 1.711  -0.104
47 H 1.869 -1.114 -2.593  0.012
48 H 2.019 0.264 -3.215  -0.011
49 O 2.252 -0.651 -3.380  -0.064
50 H -0.487 0.191 -3.706  -0.073
51 H -0.676 -1.206 -3.536  0.057
52 O -1.150 -0.360 -3.463  -0.012
53 H 0.658 1.618 4.244  0.133
54 H 1.191 1.892 2.797  0.031
55 O 0.831 1.162 3.326  -0.088
56 H 0.932 -2.809 2.589  -0.028
57 H 1.766 -3.272 1.412  0.038
58 O 1.057 -3.557 2.004  -0.078

Computed properties:
Net charge: 0
E_HOMO: -0.3238 Ha
Spin multiplicity: 1
Orbital gap: 8.62 eV
LUMO level: -0.0071 Eh

Relative energy (zero: lowest compared OMol25 entry of this formula, charge and spin)? In order: 3.4; 0.0; 182.9; 149.0 kcal per mole.
Strongest force on any atom? In order: 2.2; 2.7; 6.7; 5.1 eV/A.